ORCA calculation (ωB97M-V/def2-TZVPD) on C25H32BrMoO2S4 as an isolated structure.

## Properties
Electronic energy: -145752.0597 eV
Energy relative to the best compared isomer or geometry (same formula, charge and spin): 11.2 kcal per mole
Orbital gap (alpha / beta): 5.909 / 5.909 eV
HOMO (alpha / beta): -16.27 / -16.27 eV
E_LUMO (alpha / beta): -10.36 / -10.36 eV
Total charge: +3

Last column: Mulliken charge in e.
CARTESIAN COORDINATES (ANGSTROEM)
Mo: 0.433311 0.438234 -0.239604  -1.50
C: 2.963695 1.710833 1.903027  -1.21
C: 3.305533 2.463923 0.637354  -0.64
S: 2.702260 1.533225 -0.810266  0.16
C: 2.302924 2.957889 -1.882985  -0.48
C: 1.508760 2.478339 -3.071112  -1.08
S: 0.085014 1.450970 -2.595564  0.45
C: -1.343995 2.551484 -2.493122  -0.96
C: -1.359637 3.409287 -1.251876  -0.78
S: -1.148929 2.367451 0.236665  0.29
C: -0.183240 3.546320 1.248215  -0.59
C: 0.353850 2.822886 2.458236  -1.00
S: 1.205625 1.260738 2.031968  0.56
H: 3.216874 2.272440 2.803272  0.57
H: 3.507638 0.766140 1.961787  0.40
H: 4.387514 2.570227 0.547384  0.57
H: 2.865578 3.460909 0.626325  0.39
H: 3.244341 3.409957 -2.199945  0.55
H: 1.747261 3.684777 -1.290444  0.19
H: 2.106536 1.831545 -3.715533  0.46
H: 1.158008 3.311245 -3.681982  0.53
H: -2.202536 1.877953 -2.532277  0.38
H: -1.372035 3.158827 -3.399187  0.58
H: -2.308231 3.937825 -1.153113  0.57
H: -0.555615 4.145151 -1.258129  0.42
H: -0.839918 4.362885 1.552724  0.57
H: 0.618026 3.957068 0.634769  0.23
H: -0.450948 2.539044 3.135791  0.34
H: 1.054177 3.435680 3.026525  0.58
Br: 2.434990 -2.956945 -3.256020  -0.09
C: 0.590994 -3.124280 -3.556442  0.13
C: 0.191001 -4.082355 -4.479561  -0.62
C: -1.151443 -4.280051 -4.748061  -0.53
C: -2.132737 -3.529601 -4.100470  -1.01
C: -1.752735 -2.578907 -3.185303  -0.39
C: -0.391381 -2.354424 -2.897359  0.21
C: -0.104787 -1.326360 -1.932318  1.89
O: 1.087647 -0.932202 -1.583450  -0.60
O: -1.013687 -0.655849 -1.328772  -0.78
H: 0.939999 -4.674630 -4.986053  0.48
H: -1.436538 -5.031226 -5.472921  0.45
H: -3.178141 -3.691647 -4.319787  0.45
H: -2.500701 -1.980993 -2.681788  0.42
C: -0.792552 -3.440270 1.022697  -1.55
C: -1.191893 -1.992358 1.294263  1.62
C: -2.658882 -1.739383 1.023589  -1.61
C: -0.257548 -0.973936 1.064118  0.08
C: -0.622391 -1.356826 2.651472  1.10
C: -1.402943 -0.377962 3.333884  -0.28
C: -1.142725 -0.078097 4.644128  -0.84
C: -0.082802 -0.712545 5.302272  -0.40
C: 0.724883 -1.636658 4.648121  -1.08
C: 0.463487 -1.960455 3.336115  -0.35
H: -1.085979 -3.676113 -0.000429  0.46
H: -1.317651 -4.119321 1.692897  0.38
H: 0.278184 -3.605251 1.108695  0.38
H: -2.880556 -2.095425 0.019036  0.33
H: -2.933638 -0.688663 1.071417  0.35
H: -3.264353 -2.304950 1.731271  0.46
H: 0.879950 -1.137486 0.976658  0.99
H: -2.239306 0.080541 2.825066  0.41
H: -1.766825 0.621552 5.184060  0.57
H: 0.106547 -0.485930 6.344346  0.49
H: 1.533810 -2.121817 5.175969  0.53
H: 1.068860 -2.712425 2.849754  0.40

Atoms 1-6, force components in eV/Å:
Mo -0.36 -0.11 -0.57
C 0.02 0.00 -0.12
C 0.01 -0.08 0.15
S 0.02 0.19 0.11
C 0.02 0.01 0.09
C -0.03 -0.03 -0.04



ORCA calculation (ωB97M-V/def2-TZVPD) on one molecule with the formula C3H6OS.

## Properties
Electronic energy: -16087.1735 eV
Energy relative to the best compared isomer or geometry (same formula, charge and spin): 88.0 kcal per mole
Orbital gap: 10.017 eV
HOMO: -9.33 eV
E_LUMO: 0.69 eV
Total charge: 0
Structure (SMILES): CSC(C)=O

Last column: Mulliken charge in e.
CARTESIAN COORDINATES (ANGSTROEM)
C: -2.026725 0.326578 0.101872  -0.85
S: -0.852078 -0.936039 -0.213571  -0.08
C: 0.555477 -0.022373 -0.285436  0.45
C: 2.136466 -0.451700 0.045635  -0.62
O: 0.428645 1.193845 -0.245717  -0.53
H: -2.617193 0.887408 -0.912444  0.28
H: -2.994640 -0.180958 0.390128  0.31
H: -1.720036 0.774533 0.908393  0.35
H: 1.984520 -1.605825 -0.540755  0.22
H: 2.664462 0.486257 -0.576285  0.22
H: 2.441106 -0.471729 1.328183  0.24

Atoms 1-6, force components in eV/Å:
C -5.84 -2.04 -6.50
S -0.86 -2.80 -0.63
C 3.62 3.73 2.93
C -2.07 -1.30 -1.25
O -0.15 -0.10 -0.83
H 2.80 -0.90 3.00



ORCA calculation (ωB97M-V/def2-TZVPD) on a 2-piece molecular cluster, C4H9NO2 overall.

## Properties
Electronic energy: -9878.2516 eV
Energy relative to the best compared isomer or geometry (same formula, charge and spin): 41.7 kcal per mole
Orbital gap: 9.767 eV
HOMO: -9.05 eV
E_LUMO: 0.71 eV
Total charge: 0
Structure (SMILES): CNC(C)=O.C=O

Last column: Mulliken charge in e.
CARTESIAN COORDINATES (ANGSTROEM)
C: 1.421280 0.488360 2.308909  -0.83
N: 0.158190 0.348970 1.610799  -0.14
C: 0.122480 0.075700 0.277000  0.69
C: -1.264310 -0.042400 -0.319000  -1.14
O: 1.151260 -0.061640 -0.378300  -0.62
H: 1.222660 0.706750 3.371669  0.32
H: 2.017379 1.314180 1.885469  0.28
H: 2.012239 -0.440790 2.245159  0.28
H: -0.721260 0.456380 2.122229  0.24
H: -1.827749 0.898200 -0.198930  0.33
H: -1.173930 -0.263360 -1.395849  0.30
H: -1.832869 -0.856770 0.160740  0.33
C: 3.262889 -0.026600 -0.177170  0.05
O: 3.756739 0.194330 0.907850  -0.52
H: 3.027439 0.798010 -0.891330  0.22
H: 3.021979 -1.064319 -0.509650  0.22

Atoms 1-6, force components in eV/Å:
C 0.20 0.13 0.62
N -0.70 -0.07 -0.33
C -0.27 0.18 0.86
C -0.21 -0.10 -0.50
O -1.57 0.02 0.07
H 0.00 -0.10 -0.47